(1)
Below is a structure of composition C23H21N5O12S2Tc, with properties calculated with ωB97M-V/def2-TZVPD.

Positions of all 64 atoms, in Å:
1 Tc 0.0207 -0.5126 0.1669
2 O 0.7644 -1.5845 1.7574
3 C 0.3070 -1.5791 2.9148
4 C -0.7470 -0.7616 3.4093
5 C -1.1496 -0.9874 4.7380
6 C -2.1136 -0.1977 5.2862
7 C -2.6972 0.8531 4.5654
8 C -2.3082 1.0963 3.2769
9 C -1.3388 0.2849 2.6541
10 O -1.0287 0.5642 1.4225
11 N -2.5405 -0.4486 6.6707
12 O -2.0574 -1.4017 7.2439
13 O -3.3640 0.3053 7.1428
14 H 0.7866 -2.2595 3.6241
15 H -0.6986 -1.7748 5.3272
16 H -3.4421 1.4686 5.0498
17 H -2.7280 1.9099 2.7026
18 N 1.3246 -1.8256 -0.9547
19 C 2.5563 -1.3906 -1.6722
20 C 2.2130 -0.8488 -3.0477
21 N 1.3540 0.3280 -2.9685
22 H 1.5718 -2.5366 -0.2704
23 H 0.6966 -2.2829 -1.6275
24 H 3.2066 -2.2624 -1.7712
25 H 3.0682 -0.6420 -1.0708
26 H 1.6845 -1.6269 -3.6062
27 H 3.1543 -0.6681 -3.5765
28 H 0.6634 0.3357 -3.7087
29 H 1.8921 1.1849 -3.0181
30 O -0.2913 2.3259 -0.8095
31 N -1.1065 1.6677 -1.3997
32 O -2.0028 2.0626 -2.0888
33 O -1.0668 0.3261 -1.2483
34 O 3.1054 2.0665 -1.2906
35 C 3.7896 2.3331 -0.1551
36 C 4.9632 3.0696 -0.3057
37 C 5.7131 3.4204 0.7975
38 C 5.3118 3.0536 2.0805
39 C 4.1527 2.3243 2.2332
40 C 3.3801 1.9428 1.1322
41 C 2.1633 1.1361 1.4112
42 O 1.7253 0.9447 2.5188
43 O 1.6230 0.6099 0.2948
44 H 2.2959 1.5734 -1.0463
45 H 5.2576 3.3624 -1.3043
46 H 6.6220 3.9923 0.6589
47 H 5.8979 3.3398 2.9425
48 H 3.8055 2.0255 3.2132
49 O -0.7034 -1.2460 -4.6654
50 S -1.5107 -2.2867 -4.1020
51 O -1.6199 -3.5503 -4.7589
52 N -0.9999 -2.5335 -2.5222
53 C -1.9066 -2.1852 -1.6859
54 S -1.6311 -2.2525 0.0467
55 C -3.1796 -1.6779 -2.2674
56 C -4.3058 -1.2010 -1.6266
57 C -5.3491 -0.7285 -2.4136
58 C -5.2562 -0.7269 -3.8023
59 C -4.1167 -1.1986 -4.4472
60 C -3.0980 -1.6673 -3.6471
61 H -4.3586 -1.1853 -0.5461
62 H -6.2424 -0.3435 -1.9405
63 H -6.0794 -0.3446 -4.3910
64 H -4.0319 -1.1883 -5.5250

Results
- F_max: 0.8 eV/Å
- HOMO level (spin up / spin down): -0.3238 / -0.3238 Ha
- Multiplicity: 2
- Frontier orbital gap (spin up / spin down): 0.2215 / 0.2369 Ha

Formally, the Löwdin partial charges of the atoms, in units of the elementary charge, are as follows: 1.56 -0.17 -0.13 -0.12 0.07 -0.13 0.04 0.04 -0.30 -0.20 -0.36 0.08 0.08 0.15 0.13 0.13 0.13 -0.08 -0.20 -0.25 0.03 0.09 0.04 0.12 0.10 0.10 0.12 0.06 0.07 0.08 -0.50 0.10 -0.28 0.05 -0.25 -0.01 -0.07 -0.08 -0.02 -0.06 -0.47 0.10 -0.24 0.05 0.12 0.11 0.10 0.12 -0.27 0.67 -0.26 -0.08 -0.71 0.71 -0.23 -0.01 -0.05 -0.05 -0.02 -0.22 0.11 0.11 0.11 0.13

---

(2)
Below is a cluster of 2 separate species, C2H8S3 in total, with properties calculated with ωB97M-V/def2-TZVPD.

Positions of all 13 atoms, in Å:
1 C -1.6974 0.2564 -1.6254
2 S -1.9568 -0.0094 0.1091
3 C -2.4347 -1.7472 0.1383
4 H -0.8173 -0.2824 -1.9734
5 H -2.5867 -0.0983 -2.1463
6 H -1.5955 1.3308 -1.7406
7 H -3.3390 -1.8975 -0.4467
8 H -2.5307 -2.1970 1.1198
9 H -1.6700 -2.3400 -0.3829
10 S 2.1688 -0.5653 0.1158
11 S 1.8819 1.4233 0.6957
12 H 2.9844 -0.8528 1.1655
13 H 0.8807 1.5946 -0.2054

Results
- F_max: 1.5 eV/Å
- HOMO level: -0.3088 Ha
- SMILES string: CSC.SS
- Frontier orbital gap: 0.3210 Ha
- Energy above the lowest of the compared OMol25 structures with the same formula, charge and spin: 51.9 kJ/mol

Formally, the Löwdin partial charges of the atoms, in units of the elementary charge, are as follows: -0.45 0.70 -0.43 0.03 0.03 0.03 0.03 0.03 0.04 0.19 0.22 -0.20 -0.22

---

Which value of F_max does entry 2 give? 1.5 eV/Å

---

Look up the F_max of the second one. 1.5 eV/Å

---

Which of these has the lowest F_max? C23H21N5O12S2Tc